# 1
9
Properties=species:S:1:pos:R:3:forces:R:3 method="wB97M-V/def2-TZVPD" fmax_ha_per_bohr=0.0139 total_charge=0 e_above_lowest_kj_mol=466.9
O 1.82684 1.52714 -1.61372 -0.39 -0.44 -0.02
C 1.04458 0.61779 -1.73421 0.29 0.36 0.03
C 0.54839 -0.19440 -0.63189 -0.55 -0.18 0.41
N -0.36629 -0.54215 0.03912 0.53 0.25 -0.32
C -1.11668 -0.75593 1.07945 -0.13 -0.06 -0.06
N -0.79162 -0.12846 2.28843 0.37 0.19 -0.18
O 0.17688 0.61250 2.25055 -0.27 -0.20 0.01
H 0.64558 0.27924 -2.70862 0.06 0.01 0.09
H -1.96769 -1.41574 1.03091 0.10 0.06 0.03



# 2
74
Properties=species:S:1:pos:R:3:forces:R:3 method="wB97M-V/def2-TZVPD" fmax_ha_per_bohr=0.0277 total_charge=0 energy_ha=-2209.13097
O -2.27542 2.94152 0.97698 -0.18 0.67 0.24
V -2.05120 1.58868 0.25406 0.68 -0.30 -0.09
O -3.21277 1.36987 -0.77852 -0.54 -0.22 -0.17
B -0.17386 0.09827 0.65483 0.41 -0.25 0.40
H -0.80521 0.00155 -0.35212 -0.47 -0.22 -0.58
H 0.95320 -0.25872 0.43025 -0.02 -0.27 -0.02
H -0.07701 1.26355 0.91244 -0.09 0.73 0.49
H -0.66667 -0.52880 1.54826 -0.01 -0.02 -0.08
C 0.89116 3.90661 3.14429 -0.51 -0.08 0.35
O -0.49412 4.13070 3.41290 0.16 -0.13 -0.04
H 1.42056 4.85400 3.03476 0.14 -0.04 -0.15
H 1.35976 3.31510 3.93576 0.06 0.04 0.01
H 0.93109 3.31984 2.23029 0.09 0.14 -0.14
H -0.59349 4.45919 4.31008 0.08 0.03 -0.01
C 1.44603 -3.63358 -1.89979 -0.15 -0.33 0.31
C 0.48909 -2.48776 -2.20069 -0.14 -0.12 1.39
C -0.21165 -2.65805 -3.52450 0.78 0.58 -0.52
O -0.50470 -2.47908 -1.15813 -0.21 -0.39 -0.18
H 2.35035 -3.60319 -2.50771 -0.02 -0.08 -0.07
H 0.93165 -4.59168 -2.02310 0.05 0.06 -0.33
H 1.71158 -3.63854 -0.84002 0.22 0.35 -0.08
H 1.04694 -1.55027 -2.08543 -0.08 0.10 -0.54
H -0.44352 -3.70827 -3.68591 -0.31 0.03 -0.02
H 0.47346 -2.33638 -4.31827 -0.06 -0.21 -0.07
H -1.08608 -2.01722 -3.60390 -0.16 -0.15 0.14
H -0.38321 -1.70703 -0.59801 0.07 -0.04 -0.08
C 2.82437 -3.25141 2.92049 0.23 -0.10 1.40
C 1.44769 -2.84087 2.44316 0.24 -0.09 -0.48
C 0.40515 -3.91902 2.66740 0.01 -0.32 -0.65
O 1.09581 -1.60663 3.06721 0.11 -0.12 0.05
H 3.62152 -2.66603 2.46640 0.01 -0.10 -0.14
H 3.03136 -4.32232 2.87943 -0.05 0.03 -0.65
H 2.88102 -3.06497 4.00274 -0.07 0.23 -0.13
H 1.52994 -2.67789 1.35971 -0.23 0.03 0.03
H 0.74981 -4.82788 2.16181 0.08 -0.04 0.22
H -0.52491 -3.68401 2.14525 -0.10 0.26 0.34
H 0.23301 -4.14726 3.71814 -0.04 0.14 0.05
H 0.87746 -0.98806 2.36200 -0.12 -0.01 0.13
C -0.70567 1.50075 -3.47693 0.19 0.37 0.18
C -0.80342 2.79274 -2.66684 -0.56 -0.43 -0.72
C -2.07963 3.52808 -2.98540 -0.23 0.82 0.01
O -0.73447 2.48410 -1.26659 0.38 0.05 0.69
H -0.68832 1.74679 -4.53968 -0.17 -0.11 -0.03
H -1.57210 0.88771 -3.22856 0.03 -0.14 -0.16
H 0.21320 0.95767 -3.25057 -0.04 -0.03 0.11
H 0.01409 3.46685 -2.93905 0.23 -0.13 0.41
H -2.21698 4.42363 -2.37261 0.17 -0.18 0.23
H -2.98540 2.93263 -2.88332 0.13 -0.20 -0.08
H -1.98435 3.92279 -4.00045 -0.20 -0.29 -0.10
H 0.20863 2.32222 -1.06542 0.02 -0.23 0.09
C 3.99769 0.56878 -1.77682 0.19 -0.17 0.35
C 3.23791 1.83588 -1.42087 0.27 0.31 -0.02
C 3.13005 2.85331 -2.54484 -0.05 -0.33 -0.04
O 1.92216 1.53417 -0.96511 -0.04 0.38 -0.20
H 4.40486 0.11800 -0.86655 -0.05 -0.02 -0.03
H 4.85204 0.79659 -2.41446 -0.07 -0.08 -0.11
H 3.35845 -0.18814 -2.23195 -0.04 0.18 -0.28
H 3.79723 2.34094 -0.62097 -0.13 -0.07 0.08
H 2.55871 2.48258 -3.39953 -0.08 -0.10 0.11
H 4.13291 3.08058 -2.90650 -0.02 0.18 0.05
H 2.65801 3.75806 -2.16195 0.03 0.07 -0.12
H 1.94317 0.89831 -0.23941 -0.03 0.01 -0.03
C -4.97689 -0.36523 1.67804 -0.11 -0.21 0.27
C -3.81872 -0.37539 2.66961 0.14 -0.65 -0.57
C -3.21619 -1.75936 2.87680 0.15 0.16 0.00
O -2.77575 0.48157 2.13229 0.09 0.57 -0.30
H -4.65982 0.01343 0.70803 0.01 0.09 0.04
H -5.81568 0.22173 2.04732 0.04 0.14 -0.12
H -5.33456 -1.38365 1.52211 -0.03 0.02 0.02
H -4.10292 -0.00008 3.65418 -0.09 0.33 -0.14
H -2.78153 -2.14891 1.95489 -0.09 0.06 -0.07
H -3.97289 -2.46070 3.22705 0.01 0.03 0.10
H -2.41661 -1.68969 3.62000 -0.02 -0.19 0.00
H -1.98538 0.36729 2.67150 0.11 0.03 0.04



# 3
18
Properties=species:S:1:pos:R:3:forces:R:3 method="wB97M-V/def2-TZVPD" fmax_ha_per_bohr=0.0982 total_charge=+2 e_above_lowest_kj_mol=652.5
C 1.25804 -0.05069 0.14302 -1.66 4.76 -0.11
C -0.82172 1.46878 0.04780 0.68 -2.63 -0.59
C -0.50866 -1.88830 0.14663 0.05 -2.90 -0.46
N 0.78254 -1.24688 0.29782 1.91 -2.67 0.72
N -1.48744 -1.21844 -0.60710 0.10 2.21 -1.94
N 0.50643 1.16939 0.00154 1.13 0.41 -0.23
N 2.54213 0.19202 0.20953 1.21 -0.31 0.26
N -1.15687 2.68427 -0.14816 -1.80 2.03 -0.28
O -2.67227 -1.58807 -0.35151 2.58 -2.15 3.77
H -0.35980 -2.94359 -0.45805 -0.21 2.39 1.00
H -0.86140 -2.23326 1.09181 -0.41 -0.11 1.02
H 1.58758 -1.93452 0.61918 -2.51 1.42 -1.04
H 1.08449 2.04511 -0.14268 -0.18 -1.63 0.15
H 3.07645 -0.59285 0.55601 0.79 0.33 -0.33
H 3.02975 1.10454 0.08378 -0.84 -1.13 0.29
H -2.19865 2.88598 -0.26923 2.01 -0.10 0.42
H -0.50599 3.52633 -0.22517 -1.01 -1.37 0.06
H -3.29461 -1.37982 -0.99522 -1.83 1.45 -2.71



# 4
57
Properties=species:S:1:pos:R:3:forces:R:3 method="wB97M-V/def2-TZVPD" fmax_ha_per_bohr=0.0337 total_charge=-1 e_above_lowest_kj_mol=0.0
Sc 0.77479 0.24011 0.11747 -0.17 0.55 -1.63
C -0.64771 0.07306 4.55077 0.34 -0.08 -0.11
C -0.05086 -0.19790 3.17760 -0.01 0.30 -0.05
S 0.20854 1.24262 2.14425 -0.31 0.34 1.46
C 0.27750 -1.43377 2.77965 -0.06 0.10 0.20
C 0.05210 -2.63115 3.66385 0.15 0.02 0.42
S 1.02852 -1.78811 1.20717 0.19 -1.30 0.91
H -0.87297 1.12173 4.67944 -0.01 0.29 -0.08
H 0.03573 -0.21467 5.35975 -0.01 0.03 -0.16
H -1.56790 -0.47845 4.70046 -0.29 -0.15 0.01
H -0.31630 -2.37013 4.67376 0.20 -0.05 -0.56
H 0.98095 -3.20054 3.78163 -0.07 0.06 -0.03
H -0.66980 -3.30004 3.20885 -0.20 -0.22 -0.12
C -2.89045 -0.46355 0.41405 0.01 0.10 0.56
Si -1.80251 -0.05087 -1.07595 0.56 0.19 0.14
C -2.04217 -1.57314 -2.24131 -0.02 -0.31 0.08
C -3.48559 -1.89548 -2.58212 -0.55 0.25 -0.03
C -1.23680 -1.41822 -3.51462 0.45 0.51 -0.49
C -1.48343 -2.79932 -1.51753 0.34 -0.08 0.60
C -2.57599 1.60015 -1.73836 0.02 -0.22 -0.21
C -1.83009 2.06326 -2.98384 0.47 0.38 -0.06
C -2.36616 2.63722 -0.64626 0.21 0.22 0.16
C -4.06434 1.54192 -2.04032 -0.15 -0.51 0.08
H -3.95300 -0.60428 0.19656 -0.02 0.00 -0.02
H -2.78557 0.32179 1.17650 -0.11 -0.11 -0.18
H -2.51243 -1.36604 0.89675 -0.04 -0.13 0.01
H -3.93571 -1.12948 -3.21858 -0.02 -0.04 0.03
H -4.10515 -1.99261 -1.68529 0.04 0.11 0.00
H -3.58162 -2.84628 -3.11012 0.15 -0.19 -0.18
H -1.61752 -0.62847 -4.17083 -0.07 -0.08 0.08
H -1.20294 -2.33151 -4.10746 -0.17 -0.33 -0.08
H -0.18939 -1.16320 -3.31132 -0.07 0.02 0.12
H -2.00031 -3.03501 -0.57618 -0.07 0.10 -0.28
H -0.43376 -2.67743 -1.22801 -0.07 0.03 -0.16
H -1.55093 -3.67349 -2.17041 -0.04 -0.13 -0.07
H -0.74612 2.15110 -2.79517 -0.27 -0.04 0.00
H -2.17834 3.05715 -3.29694 -0.03 0.02 -0.01
H -1.94152 1.39908 -3.83824 -0.14 -0.11 -0.02
H -1.31137 2.79472 -0.43880 0.29 -0.04 0.07
H -2.82804 2.36589 0.30057 -0.12 -0.05 0.04
H -2.75556 3.61236 -0.94791 -0.20 0.13 -0.11
H -4.27635 0.87694 -2.87645 -0.07 -0.02 -0.05
H -4.45372 2.52049 -2.29705 -0.10 0.47 -0.14
H -4.63847 1.18976 -1.17876 0.03 -0.04 -0.02
O 4.25101 -0.05075 -0.31958 -0.16 0.28 0.25
B 3.15454 0.85954 -0.11506 0.71 0.13 0.11
O 3.71220 1.97636 0.60310 -0.01 -0.42 -0.01
C 5.00586 1.65997 0.92231 -0.75 0.52 -0.27
C 5.90899 2.39101 1.64365 0.59 0.17 0.55
C 7.17704 1.82672 1.82659 -0.09 -0.09 -0.42
C 7.50720 0.60835 1.24182 0.20 -0.06 0.28
C 6.57575 -0.10113 0.48635 0.58 -0.54 -0.09
C 5.33409 0.44524 0.36026 -0.78 -0.26 -0.62
H 5.68068 3.34554 2.10558 -0.19 -0.09 -0.18
H 7.92140 2.37412 2.38074 0.11 0.03 0.18
H 8.48908 0.17065 1.40674 -0.09 0.17 -0.07
H 6.82492 -1.05181 0.01622 -0.09 0.21 0.14



| no. | M (g mol⁻¹) |
| --- | --- |
| 1 | 98.06 |
| 2 | 430.31 |
| 3 | 131.14 |
| 4 | 439.44 |